No. 1
Here is a cluster of 9 separate species, C16H51NO9 in total in a non-equilibrium geometry from OMol25. Energies are from the ωB97M-V functional and the def2-TZVPD basis.

strongest force on any atom = 0.060 hartree/bohr
energy relative to the best compared isomer or geometry (same formula, charge and spin) = 4.35 kcal per mole
LUMO energy (alpha / beta) = -2.51 / -9.03 eV
molar mass = 401.6 u
orbital gap (alpha / beta) = 9.188 / 2.666 eV
HOMO (alpha / beta) = -11.696 / -11.696 eV
total energy = -1371.67726 hartree
charge = +1
multiplicity = 2

Geometry (Å):
C  5.21  5.65  -2.26
C  6.51  5.16  -2.95
O  6.49  5.43  -4.27
H  4.32  5.16  -2.66
H  5.08  6.72  -2.41
H  5.30  5.58  -1.17
H  6.55  4.08  -2.79
H  7.32  5.68  -2.45
H  5.78  4.89  -4.62
C  6.05  0.62  -5.76
C  6.57  1.62  -4.75
O  5.46  2.48  -4.32
H  5.28  -0.05  -5.39
H  6.92  0.04  -6.06
H  5.63  1.15  -6.62
H  7.18  2.38  -5.25
H  7.16  1.31  -3.90
H  4.91  2.01  -3.69
C  1.44  2.69  -4.93
C  1.25  2.87  -3.44
O  1.18  1.64  -2.75
H  1.66  3.60  -5.49
H  0.56  2.22  -5.37
H  2.28  2.03  -5.16
H  0.27  3.31  -3.23
H  1.97  3.43  -2.84
H  1.28  1.69  -1.80
C  3.47  -0.69  -1.23
C  4.00  -0.48  -2.63
O  3.85  0.86  -2.96
H  2.40  -0.47  -1.19
H  3.94  -0.06  -0.48
H  3.61  -1.73  -0.95
H  3.40  -1.07  -3.32
H  5.07  -0.72  -2.63
H  2.92  1.09  -3.04
C  3.76  3.56  2.24
C  4.92  2.67  2.58
O  5.03  1.72  1.61
H  3.51  4.16  3.11
H  2.86  3.05  1.87
H  3.98  4.33  1.50
H  4.72  2.16  3.52
H  5.84  3.26  2.67
H  4.81  2.19  0.80
C  8.67  2.63  -1.08
C  7.46  2.30  -0.29
O  7.76  2.03  1.06
H  8.29  2.78  -2.09
H  9.35  1.78  -1.23
H  9.20  3.51  -0.72
H  6.82  1.54  -0.74
H  6.87  3.21  -0.21
H  6.94  2.13  1.55
O  4.41  2.62  -0.81
H  4.16  2.02  -1.51
H  3.68  3.23  -0.75
O  2.23  4.50  -0.55
H  1.88  5.01  -1.28
H  1.94  4.98  0.23
C  -0.80  3.23  -0.11
C  -0.26  2.05  0.64
C  -1.12  0.73  0.44
O  -2.55  0.88  0.65
C  -3.01  1.18  2.00
N  1.08  1.78  0.20
H  -0.03  4.01  -0.09
H  -1.65  3.68  0.40
H  -1.01  3.03  -1.15
H  -0.18  2.34  1.69
H  -0.79  -0.10  1.07
H  -1.13  0.37  -0.59
H  -4.08  1.35  2.00
H  -2.51  2.07  2.37
H  -2.80  0.40  2.74
H  1.75  2.53  0.27
H  1.53  1.10  0.81

=====

No. 2
Here is a structure of composition AlO8P2 in a non-equilibrium geometry from OMol25. Energies are from the ωB97M-V functional and the def2-TZVPD basis.

strongest force on any atom = 0.082 hartree/bohr
energy relative to the best compared isomer or geometry (same formula, charge and spin) = 74.36 kcal per mole
LUMO energy = 7.67 eV
molar mass = 216.9 u
orbital gap = 4.359 eV
HOMO = 3.312 eV
total energy = -1526.88343 hartree
charge = -3

Geometry (Å):
Al  -1.49  0.46  2.19
P  1.18  -1.50  0.86
O  -0.34  -1.79  0.78
O  1.19  -0.04  1.37
O  1.47  -1.23  -0.61
O  2.08  -2.47  1.70
P  -0.90  1.43  -1.26
O  0.21  0.66  -2.00
O  -1.84  0.25  -0.74
O  -1.55  2.42  -2.26
O  -0.01  1.82  -0.02

=====

No. 3
Here is a structure of composition C21H18N6O3PtS in a non-equilibrium geometry from OMol25. Energies are from the ωB97M-V functional and the def2-TZVPD basis.

strongest force on any atom = 0.046 hartree/bohr
energy relative to the best compared isomer or geometry (same formula, charge and spin) = 37.78 kcal per mole
LUMO energy = -0.38 eV
molar mass = 629.6 u
orbital gap = 7.770 eV
HOMO = -8.146 eV
total energy = -1882.77929 hartree

Geometry (Å):
Pt  -0.22  0.01  0.21
C  4.62  -5.23  -2.82
C  4.23  -3.90  -2.22
C  3.44  -3.00  -2.94
C  3.08  -1.78  -2.39
C  3.51  -1.45  -1.11
C  4.30  -2.34  -0.38
C  4.65  -3.55  -0.94
S  2.97  0.05  -0.36
O  2.39  0.85  -1.40
O  4.05  0.59  0.42
N  1.78  -0.49  0.62
C  1.82  -0.31  2.03
C  2.94  -0.44  2.86
C  2.74  -0.33  4.23
C  1.46  -0.10  4.73
C  0.43  0.03  3.83
N  0.62  -0.05  2.51
H  4.02  -5.46  -3.69
H  4.50  -6.03  -2.09
H  5.67  -5.21  -3.13
H  3.11  -3.26  -3.93
H  2.46  -1.07  -2.93
H  4.63  -2.07  0.62
H  5.26  -4.25  -0.38
H  3.91  -0.61  2.44
H  3.58  -0.43  4.90
H  1.28  -0.04  5.80
H  -0.60  0.20  4.16
N  -2.04  -1.61  -1.99
C  -1.94  -1.17  -0.73
O  -2.48  -0.12  -0.32
C  -1.11  -1.94  0.23
C  -1.58  -2.02  1.60
N  -1.96  -2.09  2.68
C  -0.37  -3.08  -0.28
N  0.17  -3.98  -0.75
H  -2.56  -1.06  -2.65
H  -1.56  -2.44  -2.30
C  0.07  4.86  -0.14
C  0.56  4.11  -1.20
C  0.43  2.73  -1.16
N  -0.16  2.10  -0.15
C  -0.65  2.83  0.87
C  -0.56  4.20  0.91
H  0.17  5.93  -0.13
H  1.05  4.58  -2.04
H  0.81  2.11  -1.96
H  -1.13  2.28  1.67
H  -0.96  4.75  1.75

=====

No. 4
Here is a structure of composition C29H37F3N3O2PdSi3 from OMol25. Energies are from the ωB97M-V functional and the def2-TZVPD basis.

strongest force on any atom = 0.009 hartree/bohr
LUMO energy (alpha / beta) = -2.63 / -5.31 eV
molar mass = 707.3 u
orbital gap (alpha / beta) = 7.572 / 6.583 eV
HOMO (alpha / beta) = -10.206 / -11.893 eV
total energy = -2737.46838 hartree
charge = +1
multiplicity = 5

Geometry (Å):
Pd  -1.13  -0.08  0.17
O  -2.50  -1.63  -0.06
N  -3.66  -1.33  -0.54
N  -3.81  0.14  -0.55
O  -2.76  0.87  -0.79
C  -5.07  0.67  -0.53
C  -6.18  -0.19  -0.41
C  -7.45  0.37  -0.37
C  -7.62  1.74  -0.46
C  -6.52  2.59  -0.59
C  -5.24  2.06  -0.62
H  -6.04  -1.25  -0.36
H  -8.31  -0.28  -0.28
H  -8.62  2.16  -0.43
H  -6.66  3.66  -0.65
H  -4.37  2.70  -0.71
C  -1.20  -2.75  2.93
Si  -0.66  -0.97  3.12
C  -2.17  0.16  3.11
C  0.26  -0.74  4.74
C  0.54  -0.69  1.69
Si  0.90  2.23  1.00
C  2.07  2.61  2.42
C  -0.82  2.86  1.42
C  1.39  3.03  -0.62
Si  1.68  -1.97  0.90
C  3.11  -2.34  2.05
C  0.99  -3.49  0.07
C  1.32  -0.47  -1.59
C  2.06  -0.39  -2.83
C  1.30  -0.49  -3.99
C  -0.07  -0.69  -3.96
C  -0.70  -0.75  -2.75
N  -0.01  -0.61  -1.61
H  -1.97  -2.99  3.67
H  -0.36  -3.42  3.11
H  -1.62  -2.96  1.95
H  -2.95  -0.35  3.68
H  -2.64  0.41  2.15
H  -1.97  1.10  3.63
H  -0.42  -0.85  5.58
H  0.73  0.24  4.81
H  1.05  -1.49  4.85
H  1.82  2.00  3.29
H  1.99  3.66  2.71
H  3.11  2.41  2.16
H  -1.12  2.63  2.44
H  -1.62  2.56  0.74
H  -0.74  3.94  1.34
H  2.46  2.99  -0.82
H  1.10  4.08  -0.60
H  0.89  2.57  -1.48
H  2.74  -2.57  3.05
H  3.78  -1.48  2.14
H  3.69  -3.20  1.71
H  0.83  -4.29  0.80
H  1.70  -3.86  -0.67
H  0.04  -3.29  -0.43
H  3.06  -0.07  -1.47
H  1.77  -0.42  -4.96
H  -0.64  -0.78  -4.88
H  -1.77  -0.89  -2.65
F  5.49  -0.20  -4.45
C  4.15  -0.28  -4.42
F  3.82  -1.43  -5.04
F  3.68  0.74  -5.16
C  3.67  -0.23  -2.98
C  4.34  -1.41  -2.21
C  4.26  -1.32  -0.89
C  3.45  -0.09  -0.51
C  4.12  1.18  -1.02
C  4.21  1.10  -2.35
C  1.97  -0.40  -0.18
C  1.04  0.30  0.85
H  4.85  -2.18  -2.77
H  4.68  -2.04  -0.20
H  4.51  2.00  -0.43
H  4.72  1.82  -2.98